1.
{
  "formula": "C24H49NO18",
  "method": "ωB97M-V/def2-TZVPD",
  "charge": 0,
  "gap_ev": 10.33,
  "smiles": "CCCONC(=O)O.CCOC(=O)OC.CCOC(=O)OC.CCOC(=O)OC.CCOC(=O)OC.CCOC(=O)OC",
  "lumo_ha": 0.0134,
  "species": ["O", "O", "O", "O", "O", "O", "O", "O", "O", "O", "O", "O", "O", "O", "O", "O", "O", "O", "N", "C", "C", "C", "C", "C", "C", "C", "C", "C", "C", "C", "C", "C", "C", "C", "C", "C", "C", "C", "C", "C", "C", "C", "C", "H", "H", "H", "H", "H", "H", "H", "H", "H", "H", "H", "H", "H", "H", "H", "H", "H", "H", "H", "H", "H", "H", "H", "H", "H", "H", "H", "H", "H", "H", "H", "H", "H", "H", "H", "H", "H", "H", "H", "H", "H", "H", "H", "H", "H", "H", "H", "H", "H"],
  "positions_angstrom": [[1.045, 3.501, -4.356], [2.875, 4.644, -4.090], [-3.115, -3.072, 7.119], [-1.770, -5.253, 0.455], [2.836, 3.000, -5.662], [0.178, -1.528, -2.803], [-2.115, 0.701, -2.913], [-8.375, -2.404, 9.496], [7.250, 6.179, -10.259], [-0.419, -6.204, 2.019], [-0.187, -4.082, 1.593], [-3.032, -1.317, -2.381], [-1.423, -3.111, 8.636], [-1.730, -4.859, 7.382], [-6.175, -2.337, 10.074], [7.291, 7.822, -8.686], [5.457, 6.685, -8.957], [-6.950, -3.533, 8.304], [-0.846, -1.219, -3.685], [0.866, -0.281, -2.475], [4.226, 4.960, -4.449], [-1.744, -1.760, 8.965], [-1.993, -5.024, 4.968], [-7.077, -2.726, 9.370], [2.415, -0.451, -2.101], [-1.860, -2.319, 1.483], [8.697, 8.933, -10.332], [3.224, -1.503, -3.011], [-0.877, -5.186, 1.265], [4.705, 5.717, -9.686], [2.310, 3.644, -4.786], [-0.575, -2.886, 0.907], [-1.138, -7.422, 1.841], [-2.413, -5.550, 6.328], [-1.970, -0.551, -2.989], [8.643, 8.135, -9.043], [6.725, 6.823, -9.384], [0.293, 2.531, -5.084], [-2.190, -3.629, 7.662], [-8.689, -1.508, 10.569], [-5.598, -3.874, 7.996], [4.276, 5.758, -5.739], [-8.314, -0.081, 10.217], [-3.496, -5.493, 6.469], [-2.292, -3.981, 4.838], [-1.164, -1.483, 9.846], [-2.699, -3.001, 1.323], [-2.133, -6.603, 6.411], [-2.102, -1.363, 1.016], [0.101, 2.895, -6.096], [9.050, 8.738, -8.227], [-7.234, 0.025, 10.091], [3.640, 6.643, -5.669], [-5.084, -4.289, 8.867], [-8.636, 0.606, 11.001], [4.075, -0.955, -3.569], [3.910, 5.169, -6.583], [-1.186, -7.705, 0.787], [4.633, 5.565, -3.634], [0.808, 1.569, -5.112], [2.907, 0.584, -2.261], [9.721, 9.243, -10.550], [0.333, 0.169, -1.550], [-2.142, -7.324, 2.259], [2.474, -0.675, -0.975], [0.714, 0.422, -3.382], [5.216, 4.753, -9.714], [-1.461, -1.101, 8.141], [-2.450, -5.613, 4.170], [3.748, 5.586, -9.180], [-9.769, -1.571, 10.724], [-2.682, -2.222, -2.215], [-5.073, -2.998, 7.622], [-0.663, 2.395, -4.577], [2.503, -1.978, -3.762], [-1.156, -2.094, -4.152], [4.516, 6.082, -10.699], [4.832, 4.052, -4.510], [-2.804, -1.649, 9.201], [9.247, 7.225, -9.103], [-0.657, -3.067, -0.169], [5.299, 6.071, -5.959], [-0.610, -8.206, 2.385], [-8.775, 0.215, 9.271], [8.331, 8.345, -11.177], [-0.907, -5.059, 4.860], [-5.612, -4.631, 7.211], [3.676, -2.291, -2.296], [8.063, 9.820, -10.262], [-8.211, -1.836, 11.497], [0.233, -2.165, 1.050], [-1.767, -2.177, 2.562]],
  "atomic_forces_ev_per_a": [[0.58, 0.04, -0.02], [-0.25, -0.47, 0.01], [0.79, -0.22, 0.08], [0.40, -0.04, 0.25], [-0.17, 0.16, 0.39], [1.22, 0.32, 0.89], [1.20, -5.33, -0.63], [0.32, -0.33, 0.00], [-0.20, 0.18, 0.41], [-0.07, 0.45, -0.35], [0.00, -0.57, -0.14], [2.96, 0.18, -1.19], [-0.35, -0.35, -0.35], [-0.23, 0.35, 0.34], [-0.34, -0.20, -0.18], [-0.26, -0.44, 0.03], [0.50, 0.06, 0.00], [-0.32, 0.15, 0.60], [-2.42, 0.41, -0.52], [0.36, 1.40, 0.30], [0.51, 0.26, -0.25], [-0.08, 0.50, 0.22], [0.09, 0.36, -0.02], [-0.06, 0.06, -0.30], [-0.17, 0.33, -0.19], [-0.23, -0.21, 0.08], [-0.22, -0.09, -0.26], [0.00, 0.29, 0.63], [0.00, 0.16, 0.25], [-0.34, -0.32, -0.17], [-0.10, 0.28, -0.02], [-0.29, 0.60, -0.16], [-0.14, -0.45, 0.01], [-0.17, -0.25, -0.56], [-2.38, 3.62, 1.14], [0.54, 0.25, -0.23], [-0.04, 0.23, -0.08], [-0.47, -0.27, -0.18], [0.43, -0.03, -0.06], [-0.13, 0.47, 0.34], [0.21, 0.02, -0.19], [-0.18, -0.08, -0.22], [0.29, 0.06, -0.17], [0.14, 0.18, 0.05], [-0.10, -0.14, 0.04], [0.05, -0.29, -0.13], [0.10, 0.07, -0.10], [0.12, 0.21, 0.27], [0.06, -0.03, 0.03], [0.16, -0.13, 0.02], [-0.33, -0.13, 0.06], [-0.10, -0.07, 0.13], [0.15, 0.01, 0.11], [-0.06, 0.18, -0.02], [-0.03, -0.06, -0.04], [-1.42, -1.06, 0.87], [0.13, -0.04, 0.12], [-0.10, 0.15, 0.11], [-0.33, -0.12, 0.06], [0.05, 0.20, -0.17], [-1.04, -1.53, 0.42], [-0.05, 0.00, 0.06], [0.79, -0.50, -1.60], [0.02, -0.01, -0.19], [0.10, 0.13, -1.76], [0.33, -1.21, 1.62], [0.04, 0.18, -0.09], [-0.17, -0.05, 0.03], [0.03, -0.01, 0.06], [0.19, 0.21, 0.11], [0.13, -0.23, -0.24], [-0.40, 0.62, -0.20], [-0.19, -0.18, 0.24], [0.21, 0.17, 0.15], [1.21, 0.50, 1.09], [0.37, 0.67, 0.78], [0.13, -0.13, 0.04], [-0.23, -0.01, -0.09], [0.10, -0.05, -0.16], [-0.23, 0.00, -0.09], [-0.03, -0.16, 0.14], [-0.07, 0.01, 0.03], [0.11, 0.29, 0.03], [-0.12, -0.03, 0.13], [0.12, -0.03, 0.12], [-0.08, -0.17, -0.02], [-0.29, 0.13, 0.07], [-0.70, 1.09, -1.52], [0.14, 0.01, 0.11], [0.12, -0.01, -0.21], [0.08, -0.33, 0.12], [0.10, 0.11, -0.09]]
}



2.
{
  "formula": "C24H50Br2F9N2O13PS",
  "method": "ωB97M-V/def2-TZVPD",
  "charge": 0,
  "gap_ev": 8.06,
  "smiles": "CCN[C@](C[C@@H]1CO1)(N(S)CCCCCOC)[C@@](C)(O[C@](O)(CCC(F)(F)C(F)(F)C(F)(F)C(F)(F)F)/C(Br)=C(/C)Br)P(=O)(O)O.O.O.O.O.O.O",
  "lumo_ha": -0.0026,
  "species": ["Br", "Br", "S", "P", "F", "F", "F", "F", "F", "F", "F", "F", "F", "O", "O", "O", "O", "O", "O", "O", "O", "O", "O", "O", "O", "O", "N", "N", "C", "C", "C", "C", "C", "C", "C", "C", "C", "C", "C", "C", "C", "C", "C", "C", "C", "C", "C", "C", "C", "C", "C", "C", "H", "H", "H", "H", "H", "H", "H", "H", "H", "H", "H", "H", "H", "H", "H", "H", "H", "H", "H", "H", "H", "H", "H", "H", "H", "H", "H", "H", "H", "H", "H", "H", "H", "H", "H", "H", "H", "H", "H", "H", "H", "H", "H", "H", "H", "H", "H", "H", "H", "H"],
  "positions_angstrom": [[-2.696, -3.589, 2.263], [-5.821, -0.408, 3.233], [-1.696, 0.098, -3.199], [-3.977, 0.410, -0.886], [2.823, -3.574, 3.955], [1.082, 0.130, 4.585], [0.151, -3.236, 4.623], [1.715, -2.232, 5.759], [3.967, -2.033, 2.275], [2.424, -0.559, 2.281], [3.610, -0.905, 4.045], [-0.515, -0.897, 5.626], [1.407, -3.039, 2.396], [-3.821, 1.792, -1.350], [-3.398, 1.011, 2.212], [-0.856, 5.121, -2.179], [3.021, -3.782, -3.606], [5.216, 0.841, -1.281], [-2.271, -0.684, 1.208], [-4.429, -0.576, -2.061], [4.387, -6.161, 3.068], [1.715, -1.436, -1.995], [2.503, 0.506, -5.137], [2.156, 6.238, -1.142], [-1.981, 2.325, -5.987], [-5.182, 0.228, 0.110], [-0.920, 1.391, 0.462], [-1.033, 1.045, -1.890], [2.052, -2.575, 3.470], [-5.426, -3.455, 3.001], [-4.236, -1.258, 2.622], [-3.016, -0.332, 2.316], [-2.435, -0.422, -0.210], [0.143, -0.572, -0.307], [1.045, -2.223, 4.601], [0.539, -1.560, -1.414], [-2.080, -0.487, 3.569], [1.640, -2.651, -0.964], [-1.022, 3.613, 1.419], [3.941, 1.445, -1.116], [0.227, -0.919, 4.485], [2.318, 2.983, -2.348], [5.201, -0.564, -1.202], [3.413, 1.932, -2.450], [1.071, 2.564, -1.545], [0.272, 1.580, -2.377], [-0.635, -0.812, 3.233], [-1.056, 0.359, -0.587], [3.035, -1.473, 3.008], [-4.258, -2.589, 2.640], [-1.575, 2.677, 0.349], [-2.483, -1.857, -0.773], [-2.104, 0.448, 4.124], [0.015, 2.127, -3.285], [1.892, 6.710, -0.347], [3.739, -5.493, 3.310], [0.998, -3.455, -1.432], [0.068, 3.624, 1.424], [-1.356, 4.627, 1.196], [2.571, -0.445, -5.007], [0.056, 1.529, 0.664], [-5.637, -0.618, 0.030], [-2.641, 2.602, 0.522], [1.343, 5.847, -1.486], [-0.183, -0.041, 2.618], [6.231, -0.906, -1.136], [-2.396, -1.899, -1.848], [3.748, -3.858, -4.231], [-3.412, -2.324, -0.456], [-1.390, 0.887, -4.232], [-0.605, -1.767, 2.723], [-1.451, 3.166, -0.615], [-2.516, 1.537, -6.126], [4.751, -1.017, -2.089], [2.795, 0.653, -6.042], [-2.452, -1.260, 4.234], [4.248, 2.368, -2.997], [1.431, 2.187, -0.592], [-0.236, -1.959, -2.062], [-3.806, 1.284, 3.039], [-1.417, 3.364, 2.401], [-4.307, -0.080, -2.883], [-1.682, -2.424, -0.307], [2.316, -3.340, -4.088], [-0.054, -1.195, 0.555], [-2.594, 3.051, -6.136], [4.998, -6.184, 3.810], [0.509, 3.472, -1.343], [-5.745, -3.254, 4.021], [2.523, -3.080, -1.453], [1.049, 0.014, -0.192], [-6.269, -3.218, 2.353], [3.072, 1.091, -3.041], [2.005, 3.326, -3.335], [-5.179, -4.501, 2.882], [0.936, 0.786, -2.722], [3.253, 0.717, -0.685], [4.064, 2.287, -0.431], [2.719, 3.863, -1.842], [4.673, -0.918, -0.319], [-1.193, 5.510, -1.364], [-1.636, 4.731, -2.589]],
  "atomic_forces_ev_per_a": [[0.21, -0.12, 0.02], [-0.01, 0.12, 0.01], [0.11, -0.56, -0.08], [0.30, 1.07, -0.41], [0.04, -0.23, 0.10], [0.17, 0.12, -0.03], [-0.10, -0.21, 0.06], [0.12, 0.13, 0.18], [0.66, -0.43, -0.64], [-0.48, 0.52, -0.33], [0.27, 0.41, 0.71], [-0.11, -0.01, 0.10], [-0.24, 0.01, -0.20], [-0.11, -0.19, 0.28], [0.04, -0.08, -0.42], [-0.05, 0.27, 0.06], [0.03, -0.03, -0.03], [0.09, -0.02, 0.27], [-0.39, -0.23, -0.44], [-0.37, -0.09, -0.14], [-0.01, -0.02, 0.03], [-0.13, -0.20, -1.68], [-0.09, -0.10, -0.21], [-0.08, -0.04, 0.02], [-0.06, -0.08, -0.03], [-0.21, -0.39, 0.73], [0.10, -0.38, -0.36], [0.18, -0.10, -0.64], [0.24, 0.12, 0.20], [-0.13, 0.25, -0.14], [0.04, -0.23, -0.61], [0.13, 0.44, 1.04], [0.26, -0.46, -0.14], [-0.18, -0.87, -1.30], [-0.12, 0.02, -0.32], [0.31, 1.08, 2.04], [0.23, -0.05, -0.16], [-1.32, -0.77, -1.51], [-0.26, 0.03, -0.27], [0.12, 0.05, -0.28], [-0.15, 0.02, 0.12], [-0.20, 0.18, 0.51], [0.15, -0.03, -0.24], [-0.09, 0.16, -0.24], [0.43, 0.26, -0.10], [-0.06, -0.04, 0.01], [0.19, -0.05, 0.37], [-0.21, 1.04, 1.37], [-0.32, -0.39, 0.13], [-0.01, 0.15, -0.05], [-0.01, 0.66, 0.40], [0.22, 0.14, 0.37], [-0.14, 0.13, 0.00], [-0.09, 0.07, -0.08], [0.00, 0.01, 0.01], [-0.01, 0.02, -0.04], [0.35, 0.10, -0.60], [0.12, -0.03, 0.13], [0.01, 0.12, 0.05], [0.00, 0.01, 0.08], [0.10, 0.06, -0.01], [-0.05, 0.00, -0.02], [-0.13, -0.25, -0.10], [0.01, 0.02, -0.09], [-0.06, 0.00, -0.24], [0.11, 0.05, -0.01], [-0.11, -0.10, -0.11], [0.02, -0.03, 0.02], [-0.12, -0.09, -0.12], [0.09, 0.44, 0.19], [0.06, 0.01, -0.26], [0.03, -0.26, -0.24], [-0.01, 0.00, -0.06], [-0.15, -0.04, -0.04], [0.00, 0.03, 0.00], [-0.13, -0.05, 0.01], [0.13, 0.01, -0.02], [-0.08, -0.26, 0.13], [-0.12, -0.19, 0.21], [-0.14, 0.05, 0.00], [0.21, -0.14, 0.17], [0.09, -0.15, -0.10], [0.08, -0.06, 0.00], [-0.02, 0.05, 0.07], [0.02, 0.34, 0.36], [0.05, 0.07, 0.04], [0.03, -0.01, 0.00], [-0.20, -0.16, 0.04], [0.01, -0.08, 0.13], [1.00, 0.16, 1.59], [0.09, 0.13, 0.42], [-0.10, -0.03, -0.02], [0.03, -0.18, -0.07], [0.05, -0.09, -0.17], [0.00, -0.13, 0.07], [0.02, -0.29, 0.10], [-0.11, -0.02, 0.24], [-0.01, 0.02, 0.13], [0.15, 0.06, -0.02], [-0.18, -0.05, 0.18], [-0.06, -0.02, 0.00], [0.05, -0.11, -0.04]]
}